1.
The following is a DFT calculation (the ωB97M-V functional and the def2-TZVPD basis) of a 6-piece molecular cluster, C24H47N5O8S overall in a non-equilibrium geometry.

Structure (XYZ):
```
85
Properties=species:S:1:pos:R:3:forces:R:3:mulliken_charge:R:1
C -3.5247 -7.2625 2.9755 -0.554 1.021 -0.889 -0.72
O -3.4773 -5.8619 2.5471 -0.214 -0.433 -0.136 -0.32
C -4.7180 -5.4567 1.9369 1.018 0.808 0.987 -0.43
C -4.6354 -3.9618 1.7465 1.189 1.126 0.526 -0.78
N -4.0913 -3.2210 3.0271 -1.189 0.517 0.477 -0.26
H -3.1172 -3.4359 3.1852 0.368 -1.167 0.262 0.41
H -3.9934 -2.2386 2.8137 -0.389 0.664 -0.595 0.44
C -4.8953 -3.2713 4.3590 1.594 0.228 0.754 -0.47
C -3.9672 -2.8829 5.6833 -0.758 -1.375 -2.234 -0.63
O -3.0224 -3.9496 5.6945 0.239 2.155 -1.070 -0.32
C -3.1038 -4.7632 6.7844 0.137 -1.241 1.511 -0.77
H -2.6519 -7.6402 3.5081 0.125 0.939 0.174 0.25
H -3.5593 -7.8627 2.0663 -0.554 -0.255 0.107 0.31
H -4.4216 -7.2854 3.5945 0.019 -0.878 0.027 0.31
H -5.5568 -5.6219 2.6131 -0.174 -0.652 -0.029 0.38
H -4.8970 -5.8634 0.9416 -0.024 -0.451 0.090 0.44
H -5.5649 -3.4959 1.4193 -0.113 -0.088 0.444 0.34
H -3.8985 -3.6724 0.9972 0.110 -0.193 -0.020 0.44
H -5.1318 -4.3293 4.4728 -0.161 0.199 0.222 0.24
H -5.7945 -2.6662 4.2442 0.168 -0.010 -0.114 0.44
H -4.5992 -2.8472 6.5707 -0.272 -0.422 -0.087 0.43
H -3.4508 -1.9230 5.6922 -0.002 0.053 -0.713 0.36
H -3.1411 -4.2292 7.7339 -0.243 0.299 0.079 0.36
H -2.1910 -5.3535 6.8642 -0.129 -0.218 -0.340 0.24
H -3.9809 -5.4040 6.6932 -0.077 -0.351 0.291 0.31
C 1.8913 1.9283 4.0665 -0.341 -0.448 -0.333 -0.77
O 2.3792 3.2594 4.1516 0.171 0.984 0.190 -0.33
C 1.5981 4.2378 4.8608 0.923 -0.526 -0.222 -0.65
C 0.6080 5.0262 4.0171 -0.611 0.011 -1.536 -0.66
N 1.1567 5.7619 2.7134 -0.144 0.334 1.506 -0.19
H 1.0335 5.0903 1.9692 0.444 -0.383 -0.738 0.45
H 0.4726 6.4822 2.5311 -0.447 0.245 -0.353 0.36
C 2.5057 6.4925 2.7004 -0.431 -1.464 2.199 -0.63
C 2.8107 7.1801 1.4378 0.847 -0.653 -0.592 -0.65
O 1.7420 7.9800 1.0791 -0.421 -0.054 -0.405 -0.34
C 1.8898 8.4750 -0.2546 -0.629 -0.223 -0.036 -0.77
H 2.6105 1.2696 3.5797 0.249 0.722 -0.620 0.26
H 0.9670 1.9174 3.4888 -0.119 -0.302 0.111 0.38
H 1.8123 1.3783 5.0043 -0.513 0.685 0.665 0.29
H 2.2951 4.9389 5.3200 0.295 -0.061 -0.102 0.34
H 1.1206 3.7333 5.7008 -0.607 0.212 -0.059 0.47
H -0.0159 5.7718 4.5100 0.698 0.135 0.605 0.38
H -0.1623 4.3831 3.5914 0.210 -0.346 -0.208 0.49
H 3.1941 5.6902 2.9661 0.428 0.279 -0.282 0.42
H 2.5311 7.2215 3.5103 -0.550 -0.186 0.241 0.37
H 3.1139 6.4029 0.7362 -0.529 0.033 -0.840 0.43
H 3.7335 7.7430 1.5779 0.167 0.341 0.222 0.41
H 2.0248 7.6462 -0.9495 0.484 -0.073 0.019 0.37
H 2.7069 9.1963 -0.2684 -0.031 0.024 -0.311 0.29
H 0.9374 8.9007 -0.5704 0.158 0.369 0.361 0.27
S -1.6344 2.0442 -1.1520 -1.081 -0.518 0.027 1.07
O -1.5568 0.7236 -1.7585 0.728 -1.766 -0.956 -0.76
O -2.3472 2.9582 -2.0083 -0.693 1.873 -2.053 -0.74
O -2.4145 1.9345 0.0674 -1.451 -0.461 3.325 -0.82
O -0.3176 2.5583 -0.8051 2.829 0.944 0.447 -0.73
N -0.3989 -4.5500 -7.8363 -0.622 -0.380 0.991 0.01
C -1.7540 -4.5838 -7.7915 -1.827 -0.336 0.418 -0.49
C -2.2012 -4.5996 -6.4332 0.114 0.649 -2.753 -0.40
C -1.0438 -4.5116 -5.6788 0.705 -0.546 0.514 -0.25
C 0.0107 -4.5748 -6.5454 2.193 0.620 0.850 -0.51
H 0.1878 -4.4275 -8.6492 -0.275 -0.235 0.273 0.21
H -2.2618 -4.7376 -8.7321 -0.384 0.326 0.205 0.35
H -3.2010 -4.5021 -6.0368 -0.040 -0.235 -0.411 0.36
H -0.9939 -4.4447 -4.6020 0.177 -0.050 -0.114 0.36
H 1.0664 -4.5941 -6.3184 -0.042 0.186 0.025 0.37
N 4.8181 -1.1193 -1.6563 1.508 -0.791 -0.690 -0.03
C 4.9067 -2.5055 -1.5439 0.339 0.496 0.115 -0.34
C 6.1641 -2.9585 -1.9864 -1.872 1.673 -0.030 -0.60
C 6.8164 -1.7607 -2.4112 0.343 0.576 -0.422 -0.20
C 6.0011 -0.6665 -2.2397 -0.570 -0.887 0.816 -0.51
H 4.0795 -0.5199 -1.3169 -0.032 -0.358 -0.185 0.21
H 4.0365 -3.0058 -1.1455 0.217 -0.262 -0.066 0.38
H 6.4437 -3.9840 -2.1775 0.095 0.148 0.324 0.36
H 7.7940 -1.6105 -2.8449 0.061 -0.467 -0.024 0.36
H 6.1935 0.3700 -2.4740 -0.157 -0.105 0.145 0.36
N 1.9800 2.7755 -6.0314 0.054 -0.190 -2.046 0.01
C 1.4833 3.9458 -6.5792 0.519 -1.532 -1.142 -0.46
C 1.4136 3.7325 -7.9892 -0.724 2.068 2.166 -0.43
C 1.8534 2.4677 -8.2719 1.344 -2.902 1.415 -0.41
C 2.2264 1.8320 -7.0573 -0.609 2.361 0.673 -0.38
H 2.1664 2.6212 -5.0508 -0.240 0.013 -0.202 0.21
H 1.2558 4.7663 -5.9149 -0.177 0.009 -0.348 0.36
H 1.0140 4.4390 -8.7016 0.086 0.037 0.099 0.37
H 1.9452 1.9663 -9.2240 -0.117 0.224 -0.048 0.37
H 2.6976 0.9144 -6.7375 -0.216 -0.113 -0.543 0.36
```
Forces are in eV/Å.

Computed properties:
LUMO level ... -0.0187 hartree
Total charge ... 0
Energy relative to the best compared isomer or geometry (same formula, charge and spin) ... 1111.2 kJ/mol
E_tot ... -2216.1151 a.u.
Spin multiplicity ... 1
Kohn-Sham gap ... 2.64 eV



2.
The following is a DFT calculation (the ωB97M-V functional and the def2-TZVPD basis) of one molecule with the formula C7H7IO3 in a non-equilibrium geometry.

Structure (XYZ):
```
18
Properties=species:S:1:pos:R:3:forces:R:3:mulliken_charge:R:1
O -4.1207 -1.9297 -0.1568 9.096 2.334 -0.883 -0.52
C -2.8240 -1.5979 -0.2816 -4.913 -0.747 0.723 0.45
C -1.7738 -1.0114 0.8410 2.938 0.286 -2.060 -0.47
C -0.3987 -0.8623 0.2511 -5.975 -1.040 0.664 0.60
C 0.9743 -0.2814 0.9319 -0.059 -0.149 0.146 -0.56
C 1.2003 1.3375 0.7687 0.583 0.378 -0.237 -0.52
C 1.6514 1.8059 -0.7592 1.405 0.675 1.820 -0.82
I -0.0249 2.0610 -2.1455 0.801 -0.237 0.695 0.03
C -0.6978 -1.5086 -1.2396 6.428 -0.955 -1.878 0.29
O 0.3867 -1.8747 -1.9389 -7.854 2.102 3.662 -0.51
O -2.1391 -1.6864 -1.5897 2.533 0.272 3.812 -0.24
H -2.1399 -0.7268 1.9162 0.719 -0.757 -2.402 0.31
H 1.9462 -0.8252 0.5074 -2.403 1.044 0.761 0.29
H 0.9193 -0.4992 2.0997 -0.059 0.304 -2.599 0.32
H 2.1245 1.6274 1.4654 -1.920 -0.797 -1.475 0.32
H 0.2967 1.9980 1.1647 1.763 -1.629 -1.028 0.31
H 2.1548 2.8764 -0.6166 -1.235 -2.334 -0.565 0.37
H 2.4647 1.0974 -1.2182 -1.847 1.246 0.843 0.36
```
Forces are in eV/Å.

Computed properties:
LUMO level ... -0.0540 hartree
Total charge ... 0
Energy relative to the best compared isomer or geometry (same formula, charge and spin) ... 39.1 kJ/mol
E_tot ... -794.1582 a.u.
Spin multiplicity ... 1
Kohn-Sham gap ... 8.21 eV



3.
The following is a DFT calculation (the ωB97M-V functional and the def2-TZVPD basis) of C19H35AgN3O10 as an isolated structure in a non-equilibrium geometry.

Structure (XYZ):
```
68
Properties=species:S:1:pos:R:3:forces:R:3:mulliken_charge:R:1
Ag -0.4792 0.8366 0.5522 -0.190 0.782 -1.016 0.18
C -2.3565 2.6211 -0.3381 1.166 1.378 -0.559 0.57
O -2.7429 1.5314 0.0663 -4.342 -5.069 1.414 -0.90
O -1.2175 2.9270 -0.0998 9.936 0.117 4.195 -0.82
O -2.8117 3.4983 -1.0087 -7.913 3.880 -4.813 -0.82
C 3.2219 4.2200 -2.3182 3.177 -1.406 -0.886 -0.57
C 4.3386 3.4109 -2.8013 0.924 -1.257 -1.309 0.48
C 4.1922 1.8225 -2.9122 0.504 -1.099 1.114 0.19
O 5.1875 1.1046 -3.2064 -1.105 1.626 -0.125 -0.76
C 2.9546 1.2539 -2.4623 2.666 1.582 -1.544 -0.32
C 1.9657 2.0197 -1.8620 -1.882 -2.561 1.335 -0.26
C 2.1099 3.5633 -1.8586 -4.493 2.399 0.718 0.59
O 1.1339 4.3885 -1.6403 1.494 -2.448 -0.061 -0.50
O 1.0423 1.3251 -1.3233 1.151 2.644 -0.925 -0.15
O 5.3782 3.9106 -3.2265 -0.523 0.195 0.445 -0.63
H 3.4194 5.2751 -2.4367 -0.723 0.183 0.404 0.46
H 2.9106 0.1769 -2.5297 -0.375 -0.015 0.227 0.43
C -2.0207 2.0249 4.5484 0.902 -0.386 0.616 -1.64
C -1.2587 1.9651 3.2467 1.356 0.084 -0.227 0.73
C 0.2597 2.2820 3.2844 -0.279 -0.049 0.777 -1.14
O 0.8557 2.1365 2.0260 0.990 0.960 0.715 0.35
C 2.2192 2.5931 1.8939 -1.513 -0.498 -0.014 -0.73
N -1.3636 0.5847 2.7273 -1.897 0.311 0.573 -0.42
H -3.0851 2.0491 4.3152 0.008 0.199 0.276 0.39
H -1.6900 2.8140 5.2237 -0.335 0.339 -0.051 0.39
H -1.7839 1.0801 5.0377 -0.268 -0.040 0.576 0.40
H -1.7434 2.7197 2.6273 0.267 -0.560 -1.018 0.11
H 0.7587 1.6059 3.9787 0.070 -0.639 0.420 0.34
H 0.4165 3.2495 3.7613 0.023 0.680 -0.384 0.35
H 2.4273 2.3985 0.8418 0.208 0.265 0.094 0.01
H 2.9035 2.0205 2.5199 0.109 -0.226 0.222 0.32
H 2.3014 3.6463 2.1624 0.002 0.177 -0.179 0.27
H -1.3633 -0.0624 3.5028 1.438 -0.227 0.973 0.28
H -2.3683 0.4915 2.6812 -0.803 0.097 -1.756 0.20
C 2.7248 -1.3642 1.7237 0.814 -0.173 1.385 -1.64
C 1.7303 -1.9059 0.7596 1.667 1.056 -1.794 0.46
C 1.5919 -3.3911 0.9492 -0.582 -0.644 1.495 -1.15
O 0.7315 -4.0421 0.0807 -0.408 -0.173 -1.198 -0.28
C -0.4891 -4.5665 0.5173 -0.752 0.870 -1.557 -0.63
N 0.4911 -1.1495 1.0057 0.762 -3.083 0.394 0.75
H 2.3808 -1.6810 2.7083 0.136 -0.037 0.538 0.44
H 2.7810 -0.2775 1.7868 -0.181 -0.031 -0.515 0.10
H 3.7292 -1.7698 1.6018 0.071 0.004 -0.156 0.46
H 2.1776 -1.6954 -0.2119 -0.626 0.091 -0.538 0.24
H 1.1584 -3.4384 1.9482 -0.001 -0.415 0.659 0.45
H 2.4678 -4.0399 0.9497 0.783 0.734 0.107 0.35
H -1.1393 -3.8334 0.9946 0.358 -0.007 1.110 0.26
H -0.4376 -5.5580 0.9671 0.096 0.120 0.389 0.31
H -1.0514 -4.6073 -0.4156 -0.087 -0.802 -0.197 0.22
H -0.2076 -1.8064 0.6887 -0.952 0.554 -1.332 -0.14
H 0.4177 -1.4714 1.9602 -0.471 1.113 1.390 0.27
C -0.6642 -2.3455 -2.4765 0.702 -1.310 -2.028 -1.28
C -1.4676 -1.0940 -2.4382 1.165 2.034 0.891 0.35
C -2.8189 -1.2722 -3.0983 -0.549 -1.084 0.921 -1.14
O -3.5280 -2.2671 -2.2393 1.010 1.900 0.147 -0.42
C -4.7098 -2.6911 -2.7877 0.167 -1.906 -0.971 -0.92
N -1.6583 -0.7016 -1.0028 -0.267 -1.999 -2.625 0.04
H 0.3239 -2.4504 -2.0284 -0.401 0.721 0.775 0.22
H -0.3914 -2.4409 -3.5275 0.002 -0.393 -0.520 0.46
H -1.2508 -3.2429 -2.2798 -0.084 0.023 0.398 0.08
H -0.9325 -0.2954 -2.9521 0.082 0.095 -0.158 0.49
H -2.6878 -1.6358 -4.1174 -0.244 -0.403 -0.183 0.48
H -3.4447 -0.3798 -3.1086 0.245 0.239 0.083 0.51
H -5.2584 -1.9436 -3.3608 -0.001 -0.002 -0.059 0.30
H -5.3751 -3.2551 -2.1340 -0.050 0.804 0.953 0.25
H -4.3395 -3.5423 -3.3590 -0.754 -0.122 -1.537 0.34
H -2.2362 0.1264 -1.0296 -0.465 0.983 0.723 0.12
H -2.3295 -1.4549 -1.0472 -0.932 -0.173 2.784 0.24
```
Forces are in eV/Å.

Computed properties:
LUMO level (alpha / beta) ... 0.1556 / 0.1241 hartree
Total charge ... -2
E_tot ... -1808.2779 a.u.
Spin multiplicity ... 2
Kohn-Sham gap (alpha / beta) ... 2.65 / 1.78 eV
<S²> ... 0.80